Record 1
Here is 2 unconnected molecules or ions with the total composition C3H11NS in a non-equilibrium geometry from OMol25. Energies are from the ωB97M-V functional and the def2-TZVPD basis.

The SMILES is CSC.CN. The calculation puts the molar mass at 93.2 g mol⁻¹. Its strongest force on any atom is 1.5 eV Å⁻¹. As for the HOMO energy: -8.46 eV. The calculation puts the electronic energy at -573.80281 Ha. The calculation puts the energy relative to the best compared isomer or geometry (same formula, charge and spin) at 0.781 eV.

CARTESIAN COORDINATES (ANGSTROEM)
S1 -0.848 -0.751 3.168
N1 1.563 3.196 -4.545
C1 2.100 1.925 -3.967
C2 -2.198 -1.529 2.257
C3 -0.607 -2.039 4.434
H1 -2.925 -1.884 2.965
H2 -1.250 -2.884 4.206
H3 1.962 1.056 -4.605
H4 -0.878 -1.618 5.397
H5 -2.756 -0.907 1.584
H6 -1.826 -2.412 1.741
H7 0.424 -2.374 4.420
H8 1.617 1.909 -2.998
H9 3.175 1.993 -3.882
H10 1.875 3.321 -5.506
H11 0.571 2.998 -4.669

Record 2
Here is a molecular structure, C13H19Cl2RhSTe in a non-equilibrium geometry from OMol25. Energies are from the ωB97M-V functional and the def2-TZVPD basis.

The calculation puts the molar mass at 508.8 g mol⁻¹. Its strongest force on any atom is 3.0 eV Å⁻¹. As for the HOMO energy (alpha / beta): -7.04 / -7.83 eV. The calculation puts the electronic energy at -2203.71327 Ha. The calculation puts the energy relative to the best compared isomer or geometry (same formula, charge and spin) at 0.495 eV. The multiplicity is 5.

CARTESIAN COORDINATES (ANGSTROEM)
Te1 -1.645 -1.631 -1.512
Rh1 0.174 0.109 -0.273
Cl1 -1.753 2.000 0.880
Cl2 -0.626 -1.453 4.901
S1 -0.199 -0.706 1.921
C1 3.031 -0.618 -2.648
C2 -1.380 -0.023 4.290
C3 -0.278 -3.232 -1.479
C4 -2.143 0.675 5.173
C5 3.309 1.869 -2.836
C6 1.993 0.874 -0.950
C7 -2.746 2.135 3.362
C8 1.061 0.934 -3.228
C9 -1.236 0.301 2.957
C10 -2.818 1.780 4.723
C11 -2.673 -1.956 0.387
C12 -1.915 1.455 2.538
C13 2.354 0.779 -2.396
H1 2.430 -1.437 -2.281
H2 0.088 -3.201 -2.470
H3 -3.468 -2.698 0.191
H4 0.286 0.231 -2.911
H5 -1.967 -2.439 1.072
H6 -3.536 2.218 5.426
H7 -3.333 3.009 2.998
H8 1.193 0.715 -4.291
H9 2.917 2.814 -2.542
H10 0.606 -3.271 -0.855
H11 -0.803 -4.219 -1.492
H12 -2.283 0.397 6.170
H13 2.667 1.444 -0.295
H14 0.648 1.978 -3.248
H15 3.972 -0.687 -2.085
H16 3.537 1.896 -3.965
H17 4.265 1.772 -2.255
H18 -3.041 -1.040 0.737
H19 3.313 -0.772 -3.711

Record 3
Here is 7 unconnected molecules or ions with the total composition C34H49N6O7PS2 in a non-equilibrium geometry from OMol25. Energies are from the ωB97M-V functional and the def2-TZVPD basis.

The SMILES is CC(=O)OCCCC[C@@H]1CCOS(=O)(=O)[C@@H]1P(O)(O)=S.c1cc[nH]c1.c1cc[nH]c1.c1cc[nH]c1.c1cc[nH]c1.c1cc[nH]c1.c1cc[nH]c1. The calculation puts the molar mass at 748.9 g mol⁻¹. Its strongest force on any atom is 8.1 eV Å⁻¹. As for the HOMO energy: -7.96 eV. The calculation puts the electronic energy at -3317.66091 Ha.

CARTESIAN COORDINATES (ANGSTROEM)
S1 0.217 1.633 0.144
S2 1.967 -1.917 2.949
P1 0.365 0.175 1.426
O1 1.027 -1.661 4.152
O2 3.422 -2.346 3.385
O3 -0.277 0.816 2.954
O4 -0.733 -1.103 0.963
O5 8.961 1.448 1.759
O6 1.290 -3.139 1.973
O7 7.494 -0.374 2.321
N1 -8.112 1.965 -2.069
N2 2.945 4.866 -0.438
N3 -0.554 4.008 3.173
N4 -0.044 -2.255 -4.723
N5 -4.791 -7.268 -0.721
N6 -5.954 -2.161 -0.890
C1 4.560 1.363 0.177
C2 -3.991 -1.120 -0.827
C3 2.145 -0.392 1.812
C4 5.439 0.848 1.459
C5 4.270 5.214 -0.443
C6 -3.779 -2.498 -0.582
C7 3.034 7.043 -0.878
C8 2.061 -3.373 0.744
C9 0.872 -1.336 -5.165
C10 2.183 5.976 -0.697
C11 -9.433 2.057 -1.714
C12 -8.499 4.099 -1.577
C13 3.017 -0.909 0.530
C14 -5.945 -8.415 -2.236
C15 3.557 0.253 -0.484
C16 -4.293 -8.545 -0.714
C17 8.851 0.142 2.031
C18 -4.989 -9.278 -1.649
C19 -7.533 3.205 -1.983
C20 -1.711 5.022 4.778
C21 -0.561 -1.839 -3.523
C22 -5.802 -7.181 -1.642
C23 0.214 5.054 3.615
C24 2.170 -2.096 -0.274
C25 -0.482 5.703 4.609
C26 -1.728 3.978 3.880
C27 0.933 -0.317 -4.240
C28 -5.008 -3.117 -0.630
C29 4.355 6.561 -0.718
C30 10.217 -0.764 1.976
C31 -9.701 3.372 -1.406
C32 6.622 -0.233 1.106
C33 0.026 -0.636 -3.201
C34 -5.343 -0.941 -1.017
H1 -0.298 -3.107 -5.206
H2 2.866 -2.388 -1.199
H3 -7.639 1.116 -2.349
H4 -6.332 -6.250 -1.796
H5 2.736 8.059 -1.101
H6 -6.487 3.344 -2.219
H7 1.187 5.247 3.183
H8 4.190 -0.307 -1.329
H9 -3.487 -8.822 -0.048
H10 5.967 1.820 1.907
H11 1.563 0.560 -4.306
H12 -6.948 -2.329 -0.976
H13 2.642 0.445 2.460
H14 3.996 2.388 0.414
H15 -5.289 -4.154 -0.500
H16 4.815 0.396 2.344
H17 1.157 -1.721 -0.725
H18 7.266 0.170 0.212
H19 10.515 -1.113 3.055
H20 -0.295 3.360 2.441
H21 -2.473 3.218 3.684
H22 -8.352 5.159 -1.420
H23 -4.464 -6.510 -0.136
H24 2.584 3.936 -0.269
H25 -1.302 -2.432 -3.004
H26 1.104 5.911 -0.732
H27 2.714 0.836 -1.070
H28 0.467 0.840 3.633
H29 6.194 -1.325 0.923
H30 -3.239 -0.342 -0.861
H31 5.037 4.476 -0.253
H32 1.630 -4.288 0.115
H33 3.969 -1.474 0.977
H34 5.348 1.650 -0.673
H35 -6.660 -8.666 -3.009
H36 -10.068 1.180 -1.711
H37 -2.499 5.266 5.479
H38 -1.630 -0.857 1.374
H39 3.170 -3.702 1.030
H40 -0.141 6.573 5.155
H41 5.270 7.134 -0.793
H42 -5.921 -0.051 -1.230
H43 -0.176 -0.052 -2.313
H44 10.170 -1.681 1.236
H45 -4.827 -10.323 -1.882
H46 -2.831 -2.986 -0.392
H47 -10.659 3.765 -1.092
H48 1.399 -1.484 -6.097
H49 11.112 -0.073 1.596